(1)
The following is a quantum chemistry calculation of C4H5HgO4 as an isolated structure in a non-equilibrium geometry, from OMol25.

Results
LUMO energy (alpha / beta) in Ha: 0.0158 / -0.0845
Strongest force on any atom in eV/A: 2.7
Multiplicity: 2
Charge: 0
Frontier orbital gap (alpha / beta) in eV: 9.217 / 6.925
HOMO level (alpha / beta) in eV: -8.787 / -9.226
ΔE to the lowest compared entry with this formula, charge and spin in kcal per mole: 0.0
Total energy in eV: -16591.0332

```
14
Properties=species:S:1:pos:R:3:forces:R:3
O -0.4396 2.2558 0.3851 0.714 -1.471 -0.092
C -0.0340 1.2403 -0.1523 -0.839 2.552 0.296
O -0.2492 0.7022 -1.2453 0.369 -0.777 0.075
O 1.0478 0.4592 0.5798 -0.430 -0.122 0.769
C 2.0000 1.0904 1.3165 0.618 0.943 -0.106
C 3.2877 0.9241 0.9980 -0.388 0.695 0.605
O 3.6492 0.1288 -0.0539 0.450 0.038 0.116
C 5.0489 -0.0211 -0.2607 0.379 -0.033 -0.029
Hg 1.6813 -0.7699 -1.1418 -0.360 -1.100 -1.469
H 1.6808 1.8292 2.0540 0.009 -0.416 -0.164
H 4.0803 1.4829 1.4991 -0.226 -0.344 -0.054
H 5.1777 -0.6448 -1.1514 -0.051 0.176 0.243
H 5.5149 0.9612 -0.4273 -0.112 -0.263 0.027
H 5.5165 -0.5128 0.6045 -0.132 0.123 -0.216
```
Forces are in eV/Å.

---

(2)
The following is a quantum chemistry calculation of C4H5HoLiO2 as an isolated structure in a non-equilibrium geometry, from OMol25.

Results
LUMO energy (alpha / beta) in Ha: -0.5303 / -0.5225
Strongest force on any atom in eV/A: 3.8
Multiplicity: 5
Charge: +3
Frontier orbital gap (alpha / beta) in eV: 6.674 / 6.924
HOMO level (alpha / beta) in eV: -21.104 / -21.140
ΔE to the lowest compared entry with this formula, charge and spin in kcal per mole: 0.0
Total energy in eV: -34294.7174

```
13
Properties=species:S:1:pos:R:3:forces:R:3
H 2.1374 0.4646 1.0074 -0.541 -0.628 0.530
C 1.0358 0.2566 1.0423 0.929 0.974 -1.212
C 0.5543 -0.9464 0.3153 0.548 -0.247 0.033
C -0.8482 -0.8501 -0.2639 -0.857 -0.122 0.039
C -1.0154 0.1386 -1.3753 1.313 1.420 -0.985
O -0.0058 0.8077 -1.7401 -2.779 0.541 -1.434
O 0.3042 1.1409 1.4601 -0.262 0.047 0.278
Li 0.4763 2.7458 2.3771 0.056 0.054 0.393
Ho -1.8113 1.6164 -3.2520 2.032 -2.015 2.456
H 0.6279 -1.7737 1.0434 -0.176 -0.002 -0.237
H 1.3070 -1.1814 -0.4532 -0.191 -0.001 0.216
H -1.5932 -0.5961 0.5073 -0.003 -0.132 -0.206
H -1.1691 -1.8229 -0.6683 -0.070 0.112 0.128
```
Forces are in eV/Å.

---

(3)
The following is a quantum chemistry calculation of C4H5I2N as an isolated structure in a non-equilibrium geometry, from OMol25.

Results
LUMO energy in Ha: -0.0918
Strongest force on any atom in eV/A: 3.9
Multiplicity: 1
Charge: 0
Frontier orbital gap in eV: 6.628
HOMO level in eV: -9.126
ΔE to the lowest compared entry with this formula, charge and spin in kcal per mole: 92.1
Total energy in eV: -21915.2629

```
12
Properties=species:S:1:pos:R:3:forces:R:3
C -2.2761 0.1152 -0.0966 1.594 -1.062 0.340
C 0.6703 1.2082 -0.2730 0.011 0.689 -0.978
C 0.8949 -0.3118 -0.2987 -1.534 -2.136 -2.940
C 0.0673 -1.2335 0.5461 -1.702 1.178 0.593
N -3.2897 0.6683 -0.1379 -0.464 0.289 -0.045
I -0.5588 -3.1044 -0.1626 0.515 0.886 0.503
I -0.1301 -0.7773 2.6095 0.189 -0.412 -1.163
H -0.2620 1.6637 0.1315 0.081 -1.281 -0.679
H 1.3609 1.4985 0.4641 1.395 1.187 0.615
H 0.8890 1.7056 -1.3020 -0.197 -1.072 1.907
H 0.6953 -0.7825 -1.3557 0.362 1.228 1.600
H 1.9390 -0.6500 -0.1247 -0.248 0.507 0.246
```
Forces are in eV/Å.

---

(4)
The following is a quantum chemistry calculation of a 3-piece molecular cluster, C4H5I2O2 overall in a non-equilibrium geometry, from OMol25.

Results
LUMO energy in Ha: 0.0982
Strongest force on any atom in eV/A: 3.5
Multiplicity: 1
Charge: -1
Frontier orbital gap in eV: 6.090
HOMO level in eV: -3.418
ΔE to the lowest compared entry with this formula, charge and spin in kcal per mole: 10.2
Total energy in eV: -24527.1748

```
13
Properties=species:S:1:pos:R:3:forces:R:3
C 0.7904 1.2812 -1.7415 1.162 1.540 0.312
C 0.7543 -0.9992 0.7342 1.815 -1.685 2.461
C -0.9259 0.2594 -0.3297 -1.041 1.204 0.502
C -0.0059 0.2681 0.6016 1.108 1.636 0.767
O 1.0760 2.2434 -1.1567 -0.009 0.319 0.137
O 0.6875 0.4035 -2.4712 -0.285 -1.416 -1.257
I -2.3229 1.7779 -0.6874 0.139 -0.165 0.079
I -2.3812 -1.7143 2.2588 -0.247 -0.189 0.196
H 1.8127 -1.0242 0.4419 -0.106 0.688 -0.945
H 1.0114 -1.2663 1.8262 -1.286 0.447 -1.189
H 0.2673 -1.9033 0.3089 0.063 0.894 0.291
H -1.0350 -0.5817 -0.9412 -0.676 -1.047 -0.647
H 0.2712 1.2555 1.1562 -0.637 -2.227 -0.706
```
Forces are in eV/Å.

---

(5)
The following is a quantum chemistry calculation of an isolated ion of composition C4H5IN and charge +1 in a non-equilibrium geometry, from OMol25.

Results
LUMO energy (alpha / beta) in Ha: -0.1849 / -0.2220
Strongest force on any atom in eV/A: 1.3
Multiplicity: 1
Charge: +1
Frontier orbital gap (alpha / beta) in eV: 8.758 / 6.621
HOMO level (alpha / beta) in eV: -13.789 / -12.661
ΔE to the lowest compared entry with this formula, charge and spin in kcal per mole: 54.7
Total energy in eV: -13807.6615

```
11
Properties=species:S:1:pos:R:3:forces:R:3
C 1.4638 -0.7676 -0.3543 0.811 -0.969 -0.403
C 2.6282 -0.2616 -0.0965 0.713 0.503 0.220
C -0.7954 -0.6758 0.3563 -0.681 -0.041 0.259
C 0.3868 1.3016 -0.0707 -0.563 0.751 0.069
N 0.2850 -0.0165 -0.0169 0.165 0.054 -0.067
I 4.5826 0.0146 0.0278 -0.467 -0.254 -0.088
H 1.2774 -1.7481 -0.7858 -0.149 0.068 0.037
H -1.6267 -0.1369 0.7753 -0.128 0.191 -0.119
H -0.8367 -1.7458 0.2749 0.248 -0.167 -0.004
H -0.4760 1.9036 0.1544 -0.146 -0.003 0.195
H 1.2960 1.7621 -0.4040 0.197 -0.132 -0.099
```
Forces are in eV/Å.

---

(6)
The following is a quantum chemistry calculation of an isolated ion of composition C4H5INO3 and charge -1 in a non-equilibrium geometry, from OMol25.

Results
LUMO energy in Ha: 0.1036
Strongest force on any atom in eV/A: 4.0
Multiplicity: 1
SMILES: C[C@]1(I)NC(=O)O[C@@H]1[O-]
Charge: -1
Frontier orbital gap in eV: 7.951
HOMO level in eV: -5.132
ΔE to the lowest compared entry with this formula, charge and spin in kcal per mole: 0.0
Total energy in eV: -19963.7945

```
14
Properties=species:S:1:pos:R:3:forces:R:3
C -0.3842 -1.7617 0.1388 0.513 1.433 1.249
C -0.2052 -0.1980 0.3780 -1.511 -0.185 -2.009
I -1.2446 0.5459 2.2859 0.440 -0.436 -0.290
N -0.7837 0.6057 -0.7169 1.944 -2.682 2.174
C -0.0867 1.7646 -0.9054 -1.858 0.715 -2.391
O -0.6293 2.6256 -1.6026 0.223 0.657 0.216
O 1.0545 1.7161 -0.4414 3.291 0.617 1.629
C 1.3263 0.1752 0.3614 -0.995 0.680 1.756
O 2.0720 -0.5565 -0.2402 1.396 -1.610 -2.132
H 0.5983 -2.0231 -0.3351 -1.110 0.030 0.037
H -1.2660 -1.8408 -0.5139 0.400 -0.568 0.361
H -0.4540 -2.3091 1.1284 -0.226 0.582 -1.270
H -1.7278 0.7796 -0.8597 -2.072 -0.391 0.053
H 1.7305 0.4765 1.3226 -0.436 1.157 0.616
```
Forces are in eV/Å.

---

(7)
The following is a quantum chemistry calculation of a 3-piece molecular cluster, C4H5IO2 overall in a non-equilibrium geometry, from OMol25.

Results
LUMO energy in Ha: 0.0193
Strongest force on any atom in eV/A: 1.3
Multiplicity: 1
Charge: 0
Frontier orbital gap in eV: 9.888
HOMO level in eV: -9.361
ΔE to the lowest compared entry with this formula, charge and spin in kcal per mole: 45.9
Total energy in eV: -16422.0979

```
12
Properties=species:S:1:pos:R:3:forces:R:3
C -2.5874 -0.1692 -0.2324 -0.769 0.534 0.446
C 1.8119 0.5318 1.0266 0.410 0.492 0.193
C 0.8977 -0.6825 0.7965 -0.380 -0.533 -0.066
C 0.4366 0.6817 0.5626 -0.074 -0.172 -0.117
O -3.3042 0.6428 -0.5623 0.327 -0.405 0.090
O -0.4521 1.3916 0.2036 0.106 0.303 0.007
I -1.2979 -1.4024 -2.7107 0.579 -1.162 -0.326
H 2.0458 0.8012 2.0468 -0.023 0.005 0.111
H 2.6230 0.7053 0.3358 0.064 0.007 -0.150
H 1.0810 -1.3184 -0.0564 0.079 0.002 -0.159
H 0.5274 -1.2198 1.6561 -0.029 0.004 0.180
H -1.7819 0.0379 -3.0661 -0.290 0.924 -0.209
```
Forces are in eV/Å.

---

(8)
The following is a quantum chemistry calculation of C4H5InLiO as an isolated structure in a non-equilibrium geometry, from OMol25.

Results
LUMO energy (alpha / beta) in Ha: -0.3283 / -0.4211
Strongest force on any atom in eV/A: 4.8
Multiplicity: 2
Charge: +2
Frontier orbital gap (alpha / beta) in eV: 9.104 / 6.578
HOMO level (alpha / beta) in eV: -18.037 / -18.037
ΔE to the lowest compared entry with this formula, charge and spin in kcal per mole: 0.0
Total energy in eV: -11633.7894

```
12
Properties=species:S:1:pos:R:3:forces:R:3
C 1.1839 -0.5475 2.0324 -2.302 0.493 -0.092
C 2.3732 -0.8661 2.0851 2.819 -0.579 0.130
H 3.4272 -1.0933 2.1032 -0.115 -0.073 0.116
C 0.2475 0.6737 -1.1299 -0.141 -0.870 0.028
C -1.1566 0.2430 -1.1087 0.689 0.648 -1.125
O -1.7526 -0.1353 -0.0877 3.584 1.228 0.367
Li -0.7228 -0.0097 1.6986 -0.093 0.103 0.280
H 0.2490 1.7611 -1.3192 0.202 -0.141 0.283
H 0.7664 0.3004 -0.2287 -0.078 0.774 -0.408
H 0.7394 0.2282 -2.0078 -0.148 0.148 0.016
H -1.7194 0.2924 -2.0576 0.050 -0.055 0.197
In -3.6352 -0.8469 0.0205 -4.466 -1.677 0.208
```
Forces are in eV/Å.

---

(9)
The following is a quantum chemistry calculation of C4H5LiNaO3 as an isolated structure in a non-equilibrium geometry, from OMol25.

Results
LUMO energy in Ha: -0.1329
Strongest force on any atom in eV/A: 3.9
Multiplicity: 1
Charge: +1
Frontier orbital gap in eV: 7.793
HOMO level in eV: -11.411
ΔE to the lowest compared entry with this formula, charge and spin in kcal per mole: 65.7
Total energy in eV: -14984.8245

```
14
Properties=species:S:1:pos:R:3:forces:R:3
Li -1.0681 -2.0709 0.3051 0.353 0.457 0.042
O -1.3690 -0.0726 -0.1181 -0.378 -1.029 0.104
C -2.4428 0.8851 -0.1943 -0.090 0.620 -0.329
H -2.4960 1.4694 0.7306 0.023 -0.209 -0.232
H -2.2510 1.5490 -1.0442 -0.235 -0.131 0.217
H -3.3467 0.2893 -0.3382 0.196 0.221 -0.024
C 2.5892 -1.2299 -0.2680 -0.534 0.614 -0.173
C 1.4195 -0.5932 -0.1464 0.062 0.417 -0.638
O 0.4782 -1.0409 0.7781 -1.915 1.361 0.685
C -0.1512 0.3796 0.1941 3.239 -1.743 -1.138
O 0.1392 1.5557 0.2597 -0.669 0.193 1.663
Na 2.4378 1.8394 0.4880 -0.373 -0.338 -0.120
H 3.3973 -0.7215 -0.7992 -0.208 -0.813 -0.266
H 2.6634 -2.2384 0.1528 0.527 0.381 0.210
```
Forces are in eV/Å.

---

(10)
The following is a quantum chemistry calculation of C4H5LiNaO7 as an isolated structure in a non-equilibrium geometry, from OMol25.

Results
LUMO energy in Ha: 0.0323
Strongest force on any atom in eV/A: 6.8
Multiplicity: 1
Charge: -1
Frontier orbital gap in eV: 4.043
HOMO level in eV: -3.164
ΔE to the lowest compared entry with this formula, charge and spin in kcal per mole: 46.0
Total energy in eV: -23186.1902

```
18
Properties=species:S:1:pos:R:3:forces:R:3
O 2.4067 3.3895 -0.0307 0.613 0.734 -0.370
C 2.0191 2.3208 -0.5673 -0.774 -0.884 1.376
O 2.7686 1.4691 -1.1042 0.709 0.030 -0.674
O 0.7127 2.0257 -0.3737 0.614 0.806 -0.199
C 0.2441 0.7176 -0.6969 0.128 -0.486 0.016
O -1.7216 -0.6382 -0.5524 0.675 0.066 -0.290
C -1.2354 -2.4547 1.0388 1.603 -6.364 -1.601
C -1.1883 0.5815 -0.1961 -0.322 -0.529 -0.454
O 0.0045 -2.6030 0.7423 -0.010 2.447 0.828
O -2.0222 -3.1180 0.2666 -1.237 1.586 0.811
Na 4.5477 2.8227 -0.5984 -0.929 -0.214 0.043
Li -0.7299 -2.4228 -1.1025 -0.834 0.911 1.240
H 0.8581 -0.0394 -0.1851 -0.087 0.191 -0.186
H 0.3194 0.5515 -1.7824 -0.170 0.039 0.184
H -1.1501 0.7169 0.9071 -0.018 0.102 -0.092
H -1.7869 1.4272 -0.6015 0.146 0.089 0.097
O -1.5424 -2.3772 2.3835 -0.105 1.537 -0.459
H -2.5041 -2.3693 2.4527 -0.001 -0.061 -0.271
```
Forces are in eV/Å.

---

(11)
The following is a quantum chemistry calculation of C4H5LiO6Pm as an isolated structure in a non-equilibrium geometry, from OMol25.

Results
LUMO energy (alpha / beta) in Ha: -0.0485 / -0.0544
Strongest force on any atom in eV/A: 3.2
Multiplicity: 6
Charge: 0
Frontier orbital gap (alpha / beta) in eV: 4.933 / 4.785
HOMO level (alpha / beta) in eV: -6.253 / -6.266
Total energy in eV: -33272.8834

```
17
Properties=species:S:1:pos:R:3:forces:R:3
O 1.8745 -0.9474 0.7736 0.091 0.240 0.498
C 1.4775 -1.4076 -0.5184 0.094 -0.239 -0.804
C -0.0416 -1.5657 -0.5369 -0.079 0.359 -0.114
O -0.7101 -0.5573 0.1833 -0.314 0.176 1.003
C -0.8376 0.7773 -0.4181 0.571 1.243 0.771
O 0.2905 1.2102 -0.8806 -0.269 -0.418 0.272
O -1.9756 0.8907 -1.0586 -2.156 0.853 0.097
H 2.8131 -1.0994 0.9042 0.039 -0.071 -0.111
H 1.9324 -2.3867 -0.7291 -0.026 0.145 0.082
H 1.8025 -0.6862 -1.2775 -0.148 -0.142 0.166
H -0.3156 -2.5065 -0.0387 0.048 0.209 -0.132
H -0.3875 -1.5959 -1.5830 0.145 -0.078 0.178
O -1.8911 2.9235 0.9797 -2.068 0.423 -0.457
C -1.0523 1.9594 1.1134 1.785 -1.319 0.417
O -0.2013 2.0000 2.0381 -0.125 -0.555 -0.997
Li 1.0456 0.8618 0.9531 -0.548 0.065 -0.136
Pm -3.8232 2.1297 0.0956 2.960 -0.892 -0.735
```
Forces are in eV/Å.

---

(12)
The following is a quantum chemistry calculation of C4H5LiOTl as an isolated structure in a non-equilibrium geometry, from OMol25.

Results
LUMO energy in Ha: -0.1702
Strongest force on any atom in eV/A: 2.8
Multiplicity: 1
Charge: +1
Frontier orbital gap in eV: 6.461
HOMO level in eV: -11.094
ΔE to the lowest compared entry with this formula, charge and spin in kcal per mole: 56.9
Total energy in eV: -11165.6112

```
12
Properties=species:S:1:pos:R:3:forces:R:3
O 1.4799 -1.0243 -0.6502 2.320 1.062 0.283
C 0.3572 -1.1088 -0.0301 0.235 -1.006 -0.398
C 0.1981 -0.2783 1.1670 -1.873 -0.071 -2.067
Li 3.5336 -0.5218 -0.2562 -1.113 -0.170 -0.023
Tl 0.6257 -1.9148 -2.6382 -0.695 -0.297 -0.049
H 1.0101 0.4330 1.3850 -0.271 -0.203 0.172
H -0.1930 -0.9255 1.9697 0.128 0.847 -0.034
C -1.1135 0.3824 0.3992 0.343 -0.150 1.827
C -1.2088 1.5041 -0.3226 -0.012 -1.124 -1.394
H -2.1856 1.9457 -0.5298 0.105 -0.426 0.013
H -2.0181 -0.1901 0.6267 0.220 0.573 0.597
H -0.4855 1.6984 -1.1206 0.612 0.965 1.075
```
Forces are in eV/Å.

---

What is the multiplicity in the fourth record?
1

---

What is the strongest force on any atom in the first record?
2.7 eV/A

---

Look up the total energy of the sixth one.
-19963.7945 eV

---

Number 9 is which compound?
C4H5LiNaO3